DFT (ωB97M-V/def2-TZVPD) results for a molecular structure, C16H31F3O3P2SSn.

Last column: Löwdin charge in e.
Element x y z (Å)
P1 0.286 -1.551 -3.376  0.95
P2 0.101 1.636 -3.264  0.94
C1 -0.111 -0.632 -4.950  -0.42
C2 0.372 0.824 -4.921  -0.42
H1 -1.201 -0.656 -5.072  0.09
H2 0.323 -1.170 -5.804  0.10
H3 1.450 0.859 -5.125  0.09
H4 -0.125 1.416 -5.701  0.10
C3 -1.503 2.505 -3.613  -0.25
H5 -1.724 3.197 -2.793  0.05
H6 -2.318 1.777 -3.662  0.05
H7 -1.469 3.069 -4.554  0.07
C4 1.253 3.076 -3.470  -0.25
H8 1.082 3.611 -4.413  0.07
H9 2.289 2.721 -3.446  0.05
H10 1.119 3.774 -2.637  0.05
C5 -0.877 -2.981 -3.591  -0.25
H11 -0.679 -3.732 -2.819  0.05
H12 -0.776 -3.451 -4.577  0.07
H13 -1.908 -2.635 -3.466  0.05
C6 1.860 -2.384 -3.901  -0.25
H14 2.668 -1.649 -3.962  0.05
H15 1.757 -2.883 -4.873  0.07
H16 2.143 -3.127 -3.149  0.05
Sn1 0.091 -0.157 3.246  1.34
C7 0.755 1.372 1.770  -0.19
C8 -0.632 1.307 1.692  -0.15
C9 -1.410 0.589 0.601  -0.15
C10 -1.787 -0.866 0.975  -0.15
C11 -0.720 -1.600 1.756  -0.22
C12 0.652 -1.525 1.544  -0.19
C13 1.319 -0.742 0.425  -0.17
C14 1.736 0.689 0.844  -0.15
C15 0.174 -1.624 4.715  -0.19
H17 1.182 2.161 2.387  0.14
H18 -1.194 2.030 2.279  0.14
H19 -0.840 0.606 -0.331  0.08
H20 -2.333 1.146 0.407  0.14
H21 -2.690 -0.847 1.596  0.13
H22 -2.048 -1.427 0.065  0.14
H23 -1.086 -2.425 2.365  0.13
H24 1.268 -2.279 2.028  0.13
H25 0.657 -0.706 -0.445  0.06
H26 2.215 -1.284 0.105  0.13
H27 2.696 0.636 1.368  0.13
H28 1.906 1.304 -0.053  0.13
H29 0.889 -1.359 5.501  0.03
H30 0.450 -2.601 4.297  0.03
H31 -0.816 -1.712 5.179  0.03
F1 -0.836 1.337 8.478  0.15
C16 -0.458 0.484 7.458  -0.54
F2 0.865 0.129 7.637  0.12
F3 -1.245 -0.652 7.496  0.12
S1 -0.646 1.321 5.851  0.83
O1 -2.001 1.079 5.167  -0.34
O2 -0.725 2.838 6.077  -0.29
O3 0.598 1.168 4.662  -0.48

Output
ΔE to the lowest compared entry with this formula, charge and spin: 196.0 kJ/mol
E: -2447.9192 Ha
HOMO-LUMO gap (spin up / spin down): 6.772 / 4.291 eV
charge: +2
lowest unoccupied orbital energy (spin up / spin down): -8.217 / -9.707 eV
max |F|: 11.8 eV/Å

DFT (ωB97M-V/def2-TZVPD) results for a molecular structure, C16H31F3O3P2STi.

Last column: Mulliken spin population.
Element x y z (Å)
P1 -0.106 -1.773 -2.128  0.00
P2 0.534 1.477 -2.060  0.00
C1 -0.192 -0.764 -3.685  0.00
C2 0.615 0.546 -3.659  0.00
H1 -1.253 -0.584 -3.906  0.00
H2 0.186 -1.429 -4.479  0.00
H3 1.674 0.375 -3.899  0.00
H4 0.229 1.245 -4.420  0.00
C3 -1.117 2.200 -2.441  0.00
H5 -1.392 2.923 -1.670  0.00
H6 -1.891 1.430 -2.521  0.00
H7 -1.002 2.698 -3.407  0.00
C4 1.502 2.975 -2.468  0.00
H8 1.061 3.428 -3.367  0.00
H9 2.553 2.726 -2.651  0.00
H10 1.440 3.680 -1.630  0.00
C5 -0.965 -3.301 -2.669  0.00
H11 -0.843 -4.072 -1.897  0.00
H12 -0.506 -3.641 -3.609  0.00
H13 -2.033 -3.110 -2.820  0.00
C6 1.584 -2.382 -2.547  0.00
H14 2.326 -1.574 -2.577  0.00
H15 1.495 -2.821 -3.545  0.00
H16 1.909 -3.149 -1.839  0.00
Ti1 0.242 -0.359 2.868  1.67
C7 0.752 1.530 1.137  -0.01
C8 -0.602 1.447 0.929  0.06
C9 -1.403 0.522 0.082  0.02
C10 -1.872 -0.852 0.629  0.04
C11 -0.778 -1.788 0.997  0.17
C12 0.607 -1.696 0.854  0.01
C13 1.446 -0.713 0.098  0.04
C14 1.899 0.632 0.703  0.05
C15 0.936 -1.735 4.101  -0.04
H17 1.095 2.482 1.581  -0.02
H18 -1.198 2.265 1.341  -0.01
H19 -0.852 0.272 -0.838  0.01
H20 -2.310 1.071 -0.246  0.00
H21 -2.620 -0.689 1.431  -0.01
H22 -2.452 -1.333 -0.189  0.01
H23 -1.145 -2.766 1.338  -0.02
H24 1.150 -2.642 1.024  -0.03
H25 0.870 -0.408 -0.794  -0.01
H26 2.335 -1.240 -0.302  0.00
H27 2.643 0.447 1.512  0.01
H28 2.467 1.162 -0.095  0.01
H29 1.744 -1.335 4.749  0.00
H30 1.368 -2.490 3.413  -0.01
H31 0.200 -2.234 4.752  0.01
F1 -2.950 2.413 5.413  0.00
C16 -1.709 2.491 4.898  0.01
F2 -1.780 2.971 3.631  0.00
F3 -0.968 3.344 5.639  0.00
S1 -0.898 0.795 4.915  0.00
O1 -0.952 0.252 6.231  0.00
O2 -1.531 -0.028 3.793  0.00
O3 0.456 1.107 4.299  0.01

Output
ΔE to the lowest compared entry with this formula, charge and spin: 70.8 kJ/mol
multiplicity: 3
E: -3083.7939 Ha
HOMO-LUMO gap (spin up / spin down): 6.566 / 8.684 eV
charge: 0
lowest unoccupied orbital energy (spin up / spin down): 0.442 / 0.440 eV
max |F|: 3.1 eV/Å

DFT (ωB97M-V/def2-TZVPD) results for a molecular structure, C16H31F3P2Pb.

Last column: Löwdin charge in e.
Element x y z (Å)
P1 0.206 -1.536 -5.953  0.84
P2 0.340 1.908 -5.626  0.91
C1 -0.106 -0.388 -7.349  -0.41
C2 0.595 0.979 -7.234  -0.39
H1 -1.196 -0.259 -7.428  0.08
H2 0.232 -0.924 -8.249  0.07
H3 1.682 0.864 -7.349  0.07
H4 0.249 1.651 -8.035  0.08
C3 -1.280 2.674 -5.989  -0.25
H5 -1.615 3.258 -5.126  0.04
H6 -2.045 1.916 -6.203  0.05
H7 -1.148 3.341 -6.850  0.04
C4 1.480 3.302 -5.876  -0.26
H8 1.099 3.939 -6.684  0.04
H9 2.471 2.910 -6.132  0.04
H10 1.545 3.870 -4.943  0.03
C5 -0.974 -2.890 -6.136  -0.27
H11 -1.030 -3.434 -5.185  0.03
H12 -0.626 -3.563 -6.930  0.03
H13 -1.968 -2.491 -6.378  0.05
C6 1.845 -2.222 -6.275  -0.26
H14 2.605 -1.429 -6.263  0.04
H15 1.828 -2.720 -7.254  0.04
H16 2.084 -2.954 -5.493  0.04
Pb1 2.057 0.386 0.449  1.19
C7 -0.083 1.870 -3.143  -0.25
C8 -1.427 1.653 -3.025  -0.19
C9 -2.029 0.428 -3.587  -0.21
C10 -2.173 -0.745 -2.573  -0.17
C11 -1.189 -1.844 -2.749  -0.13
C12 0.084 -1.727 -3.180  -0.19
C13 0.810 -0.440 -3.493  -0.33
C14 0.749 0.742 -2.508  -0.23
C15 0.823 -1.363 0.953  -0.38
H17 0.372 2.870 -3.150  0.09
H18 -2.060 2.286 -2.395  0.12
H19 -1.461 0.050 -4.455  0.07
H20 -3.029 0.677 -3.983  0.12
H21 -2.158 -0.340 -1.542  0.12
H22 -3.185 -1.182 -2.718  0.11
H23 -1.517 -2.854 -2.465  0.10
H24 0.727 -2.620 -3.194  0.10
H25 0.422 -0.034 -4.465  -0.07
H26 1.867 -0.696 -3.692  0.11
H27 0.266 0.411 -1.570  0.06
H28 1.768 1.075 -2.261  0.05
H29 1.296 -1.812 1.844  -0.01
H30 0.856 -2.056 0.092  -0.02
H31 -0.212 -1.073 1.200  -0.01
F1 -0.057 1.247 2.700  0.00
C16 0.259 1.599 1.397  -0.68
F2 -0.939 1.519 0.695  -0.01
F3 0.549 2.949 1.441  -0.02

Output
ΔE to the lowest compared entry with this formula, charge and spin: 162.6 kJ/mol
E: -1803.1513 Ha
HOMO-LUMO gap (spin up / spin down): 6.061 / 6.060 eV
charge: 0
lowest unoccupied orbital energy (spin up / spin down): -0.558 / -0.558 eV
max |F|: 2.6 eV/Å

DFT (ωB97M-V/def2-TZVPD) results for a molecular structure, C16H31F3P2V.

Last column: Mulliken spin population.
Element x y z (Å)
P1 0.151 -2.003 -1.637  0.00
P2 0.302 2.077 -1.324  0.00
C1 -0.275 -0.546 -2.680  0.00
C2 0.561 0.759 -2.597  0.00
H1 -1.357 -0.332 -2.585  0.00
H2 -0.160 -0.938 -3.710  0.00
H3 1.637 0.532 -2.605  0.00
H4 0.361 1.305 -3.537  0.00
C3 -1.188 2.905 -2.041  0.00
H5 -1.559 3.662 -1.331  0.00
H6 -1.990 2.174 -2.239  0.00
H7 -0.908 3.404 -2.980  0.00
C4 1.615 3.279 -1.633  0.00
H8 1.370 3.804 -2.575  0.00
H9 2.575 2.743 -1.741  0.00
H10 1.650 4.004 -0.803  0.00
C5 -1.200 -3.145 -1.983  0.00
H11 -1.195 -3.926 -1.210  0.00
H12 -1.067 -3.594 -2.974  0.00
H13 -2.163 -2.612 -1.942  0.00
C6 1.668 -2.789 -2.163  0.00
H14 2.483 -2.063 -2.290  0.00
H15 1.482 -3.309 -3.118  0.00
H16 1.948 -3.548 -1.416  0.00
V1 2.184 0.468 3.576  3.23
C7 -0.291 1.877 0.312  0.02
C8 -1.676 1.531 0.537  -0.01
C9 -2.136 0.240 0.125  0.01
C10 -2.030 -0.887 1.230  0.00
C11 -1.218 -1.969 0.727  0.00
C12 0.052 -1.750 0.055  -0.01
C13 1.135 -0.471 0.354  -0.02
C14 0.666 0.775 1.110  0.17
C15 1.349 -1.459 4.117  -0.13
H17 -0.049 2.850 0.769  0.00
H18 -2.253 2.116 1.259  0.00
H19 -1.393 -0.037 -0.649  0.00
H20 -3.156 0.247 -0.317  0.00
H21 -1.652 -0.484 2.190  -0.01
H22 -3.058 -1.226 1.398  0.00
H23 -1.418 -2.979 1.053  0.00
H24 0.685 -2.569 0.458  0.00
H25 1.638 -0.143 -0.592  -0.03
H26 1.950 -0.950 0.977  0.01
H27 0.048 0.366 1.959  -0.11
H28 1.587 1.311 1.507  -0.05
H29 1.881 -1.927 4.973  0.01
H30 1.420 -2.174 3.265  0.01
H31 0.272 -1.429 4.412  0.01
F1 0.176 2.701 3.756  0.00
C16 0.481 1.480 4.377  -0.10
F2 0.834 1.781 5.686  0.01
F3 -0.770 0.868 4.491  0.00

Output
ΔE to the lowest compared entry with this formula, charge and spin: 266.6 kJ/mol
multiplicity: 4
E: -2554.1028 Ha
HOMO-LUMO gap (spin up / spin down): 3.564 / 3.462 eV
charge: 0
lowest unoccupied orbital energy (spin up / spin down): -0.619 / -0.724 eV
max |F|: 5.6 eV/Å